a | Density functional theory data (ωB97M-V with the def2-TZVPD basis set) for a gas-phase ion, C22H29N2O4 (charge +1).

The total charge is +1. As for the highest occupied orbital energy: -10.17 eV. Its SMILES is O[C@H](COCc1ccc2c(c1)OCO2)CN1CC[NH+](Cc2ccccc2)CC1.

Last column: Mulliken charge in e.
Cartesian coordinates (Å):
1 O 0.120 0.925 -0.143  -0.451
2 C -0.579 0.647 1.063  1.024
3 C -1.936 0.040 0.698  -1.003
4 O -2.505 0.927 -0.244  -0.296
5 C -3.792 0.534 -0.700  -1.177
6 C -3.778 -0.766 -1.464  0.459
7 C -2.931 -0.911 -2.553  -0.372
8 C -2.871 -2.092 -3.289  -1.095
9 C -3.702 -3.113 -2.896  0.992
10 C -4.560 -2.974 -1.801  0.809
11 C -4.609 -1.817 -1.064  -0.934
12 O -5.263 -4.129 -1.627  -0.489
13 C -4.852 -4.996 -2.666  -0.250
14 O -3.851 -4.357 -3.432  -0.472
15 C -0.801 1.933 1.899  -1.693
16 N 0.341 2.768 2.161  0.202
17 C 1.416 2.270 2.965  -0.939
18 C 2.515 1.552 2.135  -0.639
19 N 2.436 1.991 0.724  0.460
20 C 3.618 1.560 -0.063  -0.857
21 C 3.825 0.070 0.021  0.549
22 C 4.934 -0.453 0.673  -0.428
23 C 5.120 -1.823 0.744  -0.666
24 C 4.194 -2.679 0.172  -0.444
25 C 3.084 -2.162 -0.477  -0.807
26 C 2.900 -0.794 -0.556  0.002
27 C 2.198 3.445 0.665  -0.544
28 C 0.770 3.735 1.175  -0.884
29 H -0.559 1.232 -0.768  0.282
30 H 0.026 -0.080 1.614  0.233
31 H -2.573 -0.051 1.587  0.394
32 H -1.805 -0.956 0.255  0.457
33 H -4.478 0.466 0.154  0.391
34 H -4.112 1.356 -1.346  0.319
35 H -2.303 -0.082 -2.842  0.463
36 H -2.215 -2.200 -4.135  0.455
37 H -5.275 -1.724 -0.222  0.393
38 H -4.451 -5.925 -2.234  0.246
39 H -5.713 -5.236 -3.309  0.257
40 H -1.547 2.542 1.385  0.539
41 H -1.222 1.630 2.861  0.287
42 H 1.019 1.589 3.718  0.363
43 H 1.861 3.122 3.491  0.373
44 H 2.397 0.468 2.160  0.460
45 H 3.504 1.798 2.525  0.489
46 H 1.578 1.540 0.306  0.113
47 H 3.454 1.857 -1.102  0.362
48 H 4.497 2.088 0.317  0.471
49 H 5.663 0.210 1.115  0.378
50 H 5.989 -2.220 1.244  0.404
51 H 4.340 -3.746 0.226  0.403
52 H 2.364 -2.827 -0.929  0.431
53 H 2.038 -0.398 -1.072  0.402
54 H 2.310 3.793 -0.362  0.399
55 H 2.947 3.945 1.283  0.416
56 H 0.065 3.737 0.344  0.376
57 H 0.760 4.738 1.621  0.385

***

b | Density functional theory data (ωB97M-V with the def2-TZVPD basis set) for a gas-phase ion, C22H29N2O4 (charge +1).

The total charge is +1. As for the highest occupied orbital energy: -10.38 eV. Its SMILES is CCOC(=O)N1CC[NH+](C[C@H](O)COc2ccc(-c3ccccc3)cc2)CC1.

Last column: Mulliken charge in e.
Cartesian coordinates (Å):
1 C 4.409 -4.138 -6.246  -1.111
2 C 4.158 -2.767 -6.851  -0.270
3 O 3.187 -2.023 -6.095  -0.410
4 C 3.647 -1.379 -5.021  0.798
5 O 4.779 -1.379 -4.618  -0.611
6 N 2.650 -0.661 -4.398  0.119
7 C 2.942 0.044 -3.178  -0.994
8 C 2.198 -0.604 -2.008  -0.558
9 N 0.749 -0.635 -2.307  0.136
10 C -0.101 -1.067 -1.178  -1.209
11 C -1.438 -0.287 -1.275  0.486
12 O -1.143 1.009 -1.741  -0.695
13 C -2.110 -0.226 0.099  -1.088
14 O -1.253 0.568 0.887  -0.278
15 C -1.659 0.915 2.170  0.666
16 C -2.811 0.449 2.781  -0.495
17 C -3.115 0.865 4.066  -0.718
18 C -2.284 1.737 4.761  0.162
19 C -2.618 2.171 6.126  0.376
20 C -1.628 2.265 7.101  -0.479
21 C -1.944 2.670 8.385  -0.567
22 C -3.250 2.994 8.711  -0.447
23 C -4.241 2.908 7.747  -0.560
24 C -3.929 2.495 6.465  -0.468
25 C -1.125 2.189 4.131  -0.679
26 C -0.815 1.787 2.849  -0.546
27 C 0.497 -1.398 -3.552  -0.601
28 C 1.250 -0.743 -4.716  -0.897
29 H 5.096 -4.688 -6.882  0.384
30 H 3.480 -4.697 -6.167  0.294
31 H 4.854 -4.037 -5.259  0.314
32 H 5.087 -2.192 -6.891  0.339
33 H 3.724 -2.845 -7.849  0.315
34 H 4.021 -0.008 -3.014  0.510
35 H 2.646 1.095 -3.277  0.300
36 H 2.369 -0.034 -1.093  0.445
37 H 2.546 -1.629 -1.862  0.397
38 H 0.413 0.346 -2.466  0.555
39 H -0.259 -2.144 -1.196  0.290
40 H 0.385 -0.787 -0.240  0.466
41 H -2.111 -0.752 -2.003  0.527
42 H -1.066 1.587 -0.965  0.384
43 H -2.221 -1.236 0.513  0.451
44 H -3.100 0.236 0.007  0.538
45 H -3.477 -0.236 2.279  0.402
46 H -4.007 0.486 4.540  0.494
47 H -0.611 1.996 6.857  0.458
48 H -1.168 2.732 9.134  0.383
49 H -3.495 3.314 9.712  0.379
50 H -5.260 3.164 7.995  0.383
51 H -4.703 2.447 5.713  0.462
52 H -0.472 2.878 4.642  0.470
53 H 0.077 2.144 2.358  0.385
54 H -0.573 -1.408 -3.757  0.457
55 H 0.849 -2.421 -3.406  0.388
56 H 1.122 -1.333 -5.623  0.493
57 H 0.853 0.264 -4.893  0.276

***

The most stable arrangement is b, and the next structure is 35.2 kcal/mol less stable.

***

a | Density functional theory data (ωB97M-V with the def2-TZVPD basis set) for a molecular structure, CHI3S.

As for the highest occupied orbital energy: -9.18 eV.

Last column: Mulliken charge in e.
Cartesian coordinates (Å):
1 C -0.390 -0.164 -0.022  -0.932
2 S 0.786 0.146 1.251  0.000
3 I -2.250 0.910 0.793  0.067
4 I 0.018 0.870 -1.991  0.170
5 I 2.684 -0.707 0.116  0.056
6 H -0.849 -1.055 -0.146  0.639

***

b | Density functional theory data (ωB97M-V with the def2-TZVPD basis set) for a molecular structure, CHI3S.

As for the highest occupied orbital energy (spin up / spin down): -8.61 / -8.61 eV.

Last column: Mulliken charge in e.
Cartesian coordinates (Å):
1 C 0.759 0.055 -0.310  -0.876
2 S -1.431 0.632 0.905  -0.166
3 I 1.066 2.022 -1.162  0.168
4 I 2.063 -0.799 0.945  0.280
5 I -2.651 -1.436 0.606  0.038
6 H 0.195 -0.474 -0.983  0.555

***

The most stable arrangement is a, and the next structure is 37.4 kcal/mol less stable.

***

a | Density functional theory data (ωB97M-V with the def2-TZVPD basis set) for a molecular structure, CHI3S.

As for the highest occupied orbital energy: -8.14 eV.

Last column: Mulliken charge in e.
Cartesian coordinates (Å):
1 C 0.214 1.040 0.523  -0.418
2 S -1.830 -1.445 -0.717  -0.262
3 I -0.355 0.262 -1.362  0.568
4 I 1.206 -0.579 1.589  0.044
5 I 1.707 2.429 -0.326  -0.049
6 H -0.942 -1.706 0.293  0.116

***

b | Density functional theory data (ωB97M-V with the def2-TZVPD basis set) for a molecular structure, CHI3S.

As for the highest occupied orbital energy: -9.31 eV.

Last column: Mulliken charge in e.
Cartesian coordinates (Å):
1 C -0.300 -0.069 -0.271  -0.746
2 S 1.560 -0.193 0.588  -0.056
3 I -0.230 1.650 -1.684  0.198
4 I -1.844 0.022 1.095  0.274
5 I -0.358 -1.926 -1.408  0.183
6 H 1.172 0.515 1.680  0.146

***

The most stable arrangement is b, and the next structure is 53.5 kcal/mol less stable.

***

a | Density functional theory data (ωB97M-V with the def2-TZVPD basis set) for a single C5H6Br2 molecule.

As for the highest occupied orbital energy: -8.50 eV. Its SMILES is BrC=C1CC(Br)C1.

Last column: Mulliken charge in e.
Cartesian coordinates (Å):
1 Br -3.422 0.716 0.131  -0.103
2 C -2.142 -0.201 -0.713  -0.642
3 C -0.729 -0.220 -0.194  0.182
4 C 0.066 0.709 0.832  -0.395
5 C 1.573 -0.003 0.621  -0.485
6 Br 2.932 1.061 -0.069  -0.140
7 C 0.687 -0.790 -0.548  -0.567
8 H -2.346 -0.853 -1.549  0.372
9 H -0.255 0.588 1.899  0.292
10 H -0.137 1.741 0.513  0.349
11 H 1.890 -0.727 1.205  0.482
12 H 0.842 -1.833 -0.733  0.399
13 H 1.039 -0.189 -1.395  0.255

***

b | Density functional theory data (ωB97M-V with the def2-TZVPD basis set) for 2 unconnected molecules or ions with the total composition C5H6Br2.

As for the highest occupied orbital energy (spin up / spin down): -8.17 / -8.19 eV.

Last column: Mulliken charge in e.
Cartesian coordinates (Å):
1 C 1.307 3.255 0.127  -0.794
2 C -0.166 -1.549 0.215  0.013
3 C 0.536 2.242 -0.160  0.675
4 C -0.140 1.192 -0.394  -0.672
5 C -1.036 -2.886 0.214  -0.913
6 Br 1.630 -1.342 0.633  -0.040
7 Br -2.108 1.015 -0.014  -0.168
8 H 1.392 3.819 -0.859  0.191
9 H 1.818 3.427 0.994  0.345
10 H 0.311 0.633 -1.224  0.455
11 H -2.049 -2.769 0.333  0.283
12 H -0.727 -3.723 0.864  0.336
13 H -0.767 -3.315 -0.731  0.290

***

The most stable arrangement is a, and the next structure is 75.5 kcal/mol less stable.